C20H26BN7O4PtS4 | ωB97M-V with the def2-TZVPD basis set

Geometry (Å):
Pt -0.34364 0.22838 0.61309
C 0.96394 -3.25966 2.23236
N -0.33710 -2.91357 2.78952
C -1.31739 -3.80618 3.14725
C -2.34140 -3.07156 3.63578
N -1.98581 -1.74366 3.59028
B -3.02645 -0.68750 4.16179
N -2.57914 0.76689 3.86797
C -2.23307 1.69248 4.82479
C -1.86953 2.83204 4.19502
N -1.99267 2.58993 2.84381
C -1.58277 3.49146 1.77838
C -2.40103 1.32124 2.66645
S -2.60112 0.54882 1.12318
C -0.76037 -1.66020 3.06819
S 0.25640 -0.26091 2.76972
H 1.75348 -2.98527 2.92935
H 1.12417 -2.74052 1.29213
H 0.97779 -4.33351 2.06175
H -1.20467 -4.86622 3.00708
H -3.30328 -3.37523 4.00871
H -3.08328 -0.80731 5.36467
H -4.06843 -0.93080 3.60661
H -2.28225 1.45674 5.87222
H -1.53510 3.78010 4.57628
H -1.23110 4.41460 2.23165
H -2.41918 3.69706 1.11450
H -0.78150 3.02910 1.20389
O -2.62063 1.98842 -2.70688
C -1.56615 2.37980 -3.44672
C -1.84798 3.11716 -4.59917
C -0.82750 3.56473 -5.41058
C 0.50367 3.29355 -5.09339
C 0.78691 2.57178 -3.95398
C -0.23042 2.10212 -3.11562
C 0.12458 1.34032 -1.89581
O -0.84059 0.67768 -1.29908
N 1.35785 1.31361 -1.50456
N 1.51598 0.58254 -0.30311
C 2.67787 0.03855 -0.21908
S 3.26063 -0.78703 1.20224
C 4.60443 -1.60327 0.31048
C 5.18300 -0.59129 -0.65621
S 3.80109 0.14865 -1.56173
H -2.28080 1.44894 -1.96423
H -2.88532 3.31897 -4.83118
H -1.06684 4.13170 -6.30178
H 1.30349 3.64461 -5.73118
H 1.80976 2.34875 -3.67933
H 4.18551 -2.46004 -0.21571
H 5.33706 -1.93609 1.04523
H 5.85095 -1.05479 -1.38162
H 5.71587 0.19763 -0.12637
N -0.07806 -1.70093 -3.57674
C 1.07685 -2.48036 -3.15091
C 1.11423 -2.61380 -1.63759
O 2.07916 -3.01002 -1.03389
O -0.00713 -2.25507 -1.01790
H -0.31253 -1.86294 -4.54530
H 0.08420 -0.70623 -3.46122
H -0.64227 -1.96733 -1.70763
H 2.04677 -2.08976 -3.46801
H 0.99086 -3.49730 -3.53790

Atomic forces in eV per Å
Pt -0.044 0.765 0.064
C -0.142 0.005 0.005
N 0.105 -0.089 0.045
C 0.032 0.042 -0.093
C -0.010 0.058 -0.015
N -0.045 0.028 0.191
B -0.040 -0.035 -0.070
N 0.091 -0.001 0.033
C -0.107 -0.072 -0.041
C 0.040 0.014 -0.061
N 0.192 0.105 -0.012
C -0.074 -0.032 0.055
C -0.158 -0.033 -0.082
S 0.199 -0.346 0.243
C 0.153 0.029 -0.068
S -0.134 -0.108 0.319
H -0.005 0.001 0.004
H -0.020 -0.030 -0.004
H 0.005 0.002 -0.012
H 0.009 0.012 0.008
H 0.014 0.014 0.000
H 0.030 -0.039 -0.079
H -0.002 0.050 0.092
H -0.013 -0.001 -0.018
H -0.017 -0.006 -0.013
H -0.017 0.006 -0.006
H -0.008 -0.007 -0.006
H 0.031 -0.004 -0.013
O 0.057 -0.006 0.040
C -0.060 -0.015 0.008
C 0.034 0.002 -0.036
C 0.016 0.005 0.000
C -0.030 -0.002 -0.009
C 0.019 -0.017 -0.016
C 0.081 -0.090 -0.010
C -0.160 -0.365 -0.033
O -0.116 0.683 -0.412
N 0.007 -0.014 0.261
N -0.089 -0.584 -0.245
C 0.100 0.183 0.078
S -0.054 0.042 -0.008
C 0.055 -0.053 -0.059
C -0.003 -0.021 0.067
S 0.009 0.128 -0.005
H 0.003 -0.033 0.008
H 0.005 0.001 0.011
H 0.002 -0.003 0.008
H -0.005 0.000 0.005
H -0.010 0.018 0.009
H 0.045 -0.004 0.012
H -0.001 0.028 0.013
H -0.023 -0.012 -0.013
H 0.048 -0.015 -0.010
N 0.031 0.029 0.114
C -0.003 0.058 -0.070
C -0.058 0.139 -0.020
O -0.032 -0.089 -0.014
O 0.044 -0.374 -0.032
H -0.035 -0.050 0.007
H 0.029 0.000 -0.075
H 0.002 0.087 -0.040
H 0.023 0.012 0.044
H 0.007 0.004 -0.044

Output
orbital gap = 7.858 eV
calculated total energy = -3199.06907 hartree
HOMO level = -7.76 eV
energy above the lowest of the compared OMol25 structures with the same formula, charge and spin = 10.37 kcal per mole

C26H68N6O22 | ωB97M-V with the def2-TZVPD basis set

Geometry (Å):
C -15.19004 -2.94148 -7.14568
N -14.59577 -3.84885 -8.17654
O -14.16508 -4.85258 -7.63849
O -14.46063 -3.53164 -9.38967
H -15.24805 -1.94159 -7.57573
H -14.56478 -3.00936 -6.25544
H -16.18688 -3.17424 -6.77119
C -17.77995 -10.83625 -5.59995
N -17.54295 -9.34370 -5.45618
O -16.33538 -8.99536 -5.31021
O -18.51750 -8.56656 -5.64019
H -17.45981 -11.16815 -4.61229
H -17.25423 -11.14004 -6.50518
H -18.86168 -10.95054 -5.66988
C -12.96391 -6.54977 -7.65713
N -11.69852 -6.20308 -6.79694
O -10.71430 -6.86391 -7.02595
O -11.83140 -5.30898 -5.96068
H -12.90897 -7.43830 -8.28608
H -13.13929 -5.65934 -8.26085
H -13.73831 -6.71130 -6.90725
C -18.77392 -7.55738 -2.99412
N -17.68112 -8.34783 -2.40068
O -17.12226 -7.96233 -1.35978
O -17.38334 -9.45715 -2.82640
H -18.35201 -6.60978 -3.32897
H -19.62460 -7.45050 -2.32108
H -19.13045 -8.13487 -3.84705
C -12.72706 -6.02369 -3.15232
N -13.49605 -6.34541 -4.40283
O -13.11679 -7.45940 -4.90887
O -14.43645 -5.68996 -4.74514
H -12.00843 -6.79826 -2.88457
H -13.53594 -5.80677 -2.45463
H -12.25323 -5.06378 -3.35761
C -15.91155 -6.93749 -5.95506
N -16.94898 -5.84314 -5.72714
O -16.99149 -4.95027 -6.54398
O -17.78074 -5.96633 -4.88160
H -15.74027 -7.38352 -4.97535
H -14.99460 -6.50953 -6.36019
H -16.28517 -7.59935 -6.73636
C -21.69572 -5.81861 -3.18109
O -20.98084 -6.71281 -4.00453
C -19.91786 -6.10570 -4.70857
C -20.27871 -5.59845 -6.17605
O -20.85018 -6.42292 -7.19963
C -20.08141 -7.56503 -7.63635
H -21.28901 -5.90449 -2.17347
H -22.75629 -6.06631 -3.13730
H -21.59547 -4.74984 -3.37031
H -19.13061 -6.85275 -4.80984
H -19.49126 -5.31119 -4.09631
H -19.39532 -5.17745 -6.65613
H -20.87466 -4.70739 -5.97868
H -19.20742 -7.34224 -8.24841
H -20.77657 -8.27844 -8.07895
H -19.64731 -8.04304 -6.75819
C -21.67536 -12.14244 -8.64367
O -20.29233 -11.74437 -8.36394
C -20.22126 -10.42874 -8.19209
C -18.77363 -10.00253 -8.49811
O -18.42972 -8.62684 -8.25696
C -17.05161 -8.25783 -8.48178
H -22.33863 -11.90422 -7.81214
H -21.65217 -13.19504 -8.92579
H -22.08995 -11.63265 -9.51335
H -20.53022 -10.23998 -7.16397
H -20.93121 -9.99900 -8.89877
H -18.53882 -10.25174 -9.53294
H -18.11661 -10.64296 -7.90968
H -16.33338 -9.06678 -8.34818
H -16.74584 -7.35136 -7.95938
H -16.97121 -8.00354 -9.53865
C -16.14420 -5.76123 -3.40327
O -15.62525 -4.59826 -3.03649
C -15.21493 -4.59893 -1.70966
C -16.24989 -4.35959 -0.61198
O -17.22055 -5.37255 -0.59616
C -18.04489 -5.36602 0.54552
H -17.11912 -5.89618 -2.93485
H -15.40134 -6.53172 -3.19688
H -16.13366 -5.57234 -4.47672
H -14.39385 -3.88914 -1.60906
H -14.72296 -5.53977 -1.46285
H -16.69612 -3.41957 -0.93654
H -15.80035 -4.13788 0.35594
H -18.77048 -6.17930 0.53191
H -18.47755 -4.41082 0.84303
H -17.36490 -5.66812 1.34204
C -17.92503 -3.64934 -4.71435
O -19.16316 -3.39357 -3.97724
C -19.04802 -3.58900 -2.57718
C -20.49052 -3.43770 -2.04096
O -20.91716 -2.16902 -2.40592
C -22.14914 -1.75079 -1.90948
H -17.41578 -4.55462 -4.38387
H -17.20243 -2.83400 -4.67998
H -18.16915 -3.63173 -5.77651
H -18.35025 -2.85597 -2.17238
H -18.68595 -4.59924 -2.38637
H -20.43591 -3.38838 -0.95345
H -21.10582 -4.30359 -2.28545
H -22.83143 -2.18396 -2.64089
H -22.16106 -0.66112 -1.93343
H -22.43521 -2.08805 -0.91323
C -15.23046 -8.69958 -7.66895
O -14.43096 -8.37892 -6.60276
C -13.67240 -9.30830 -5.93337
C -12.31484 -9.66435 -6.62059
O -12.48404 -10.42234 -7.84566
C -11.24072 -11.03174 -8.31202
H -14.68862 -9.31584 -8.38640
H -15.59772 -7.78489 -8.13432
H -16.13264 -9.24600 -7.39401
H -14.30605 -10.18960 -5.83391
H -13.47306 -8.94023 -4.92695
H -11.63719 -10.15986 -5.92534
H -11.71771 -8.78149 -6.84883
H -10.64862 -11.46575 -7.50631
H -10.59327 -10.30582 -8.80392
H -11.45768 -11.78900 -9.06540

Atomic forces in eV per Å
C -0.208 1.885 -0.308
N -0.367 1.631 -0.533
O -3.820 3.933 -0.926
O -0.624 -1.010 3.324
H 0.310 -0.011 0.119
H 0.292 0.103 -0.360
H 0.239 -0.553 -0.860
C -0.623 1.479 1.132
N 0.997 0.865 -0.944
O -5.141 -4.187 1.131
O 3.538 -2.459 1.448
H 0.405 -0.626 -0.462
H 0.235 -0.347 0.763
H 0.181 -0.143 -0.253
C 3.005 -1.187 0.335
N -1.910 -0.908 -1.383
O 0.752 0.666 0.609
O 0.882 -0.559 -0.968
H 1.031 -0.209 0.479
H 1.658 -1.882 -0.273
H 1.197 0.449 -0.966
C -0.010 -1.168 0.327
N 1.341 -1.188 3.525
O -1.076 0.418 -1.549
O -0.736 0.341 -1.026
H -0.542 -1.075 1.018
H 0.608 -0.054 0.416
H 0.239 0.027 0.782
C -0.908 1.275 -0.466
N 2.222 -2.699 0.550
O -0.226 5.770 1.750
O 5.029 1.125 -0.694
H -0.463 0.077 -0.251
H 0.818 -0.468 0.166
H 0.211 -0.112 -0.034
C -0.238 2.204 -0.254
N 0.079 -2.627 -4.061
O 0.636 -0.304 -1.574
O -0.484 -2.729 -3.176
H -0.119 0.861 -1.148
H -1.954 0.514 0.117
H -0.834 1.374 2.408
C -0.345 -1.011 -0.134
O -1.341 0.372 -0.447
C -1.437 -0.955 -2.139
C 0.510 0.333 0.284
O -1.142 0.061 1.165
C -1.655 2.915 2.245
H -0.099 -0.419 0.451
H -0.022 -0.215 -0.162
H -0.466 -0.944 -1.857
H -2.228 0.307 -0.548
H -0.832 -0.103 -0.687
H 0.569 -0.005 0.462
H -0.798 -0.191 -0.571
H -2.176 2.208 -0.007
H 0.116 0.735 -0.326
H -1.033 0.528 -0.668
C 1.222 -0.168 -0.183
O -1.426 -4.222 -1.228
C 0.288 2.607 0.251
C 1.112 0.190 -0.316
O 3.363 -4.413 -0.921
C -6.716 0.239 -6.379
H 0.135 -0.282 0.270
H -0.038 -0.001 0.544
H 0.324 0.408 -0.162
H 0.004 0.911 0.187
H 0.089 0.833 0.105
H -0.247 -0.056 -0.294
H -0.158 -0.088 -0.189
H -5.143 -0.056 -4.468
H -2.898 -0.098 -0.390
H -0.125 0.512 -0.644
C 0.254 -0.702 0.314
O 1.272 3.813 3.149
C 0.913 -0.192 1.682
C -0.440 1.098 -1.363
O -0.279 0.253 -0.457
C 1.225 -0.744 1.003
H 0.821 -0.174 0.083
H -0.866 -0.902 0.638
H 0.745 -0.579 3.304
H -0.244 0.548 0.095
H -0.360 -0.494 0.111
H -0.499 0.381 0.281
H 0.298 -0.487 0.205
H -0.171 0.273 -0.639
H -0.203 0.191 -0.492
H -0.095 0.151 0.691
C -0.868 2.866 0.567
O 1.520 0.185 -0.614
C -1.212 0.069 -0.874
C 1.836 0.651 1.749
O 0.740 0.749 -0.373
C -0.511 -0.306 -1.010
H -0.986 2.605 0.426
H -0.008 0.706 0.851
H -0.708 -0.332 0.815
H -0.105 0.076 0.317
H 0.148 -0.100 0.373
H 0.243 -0.530 0.597
H 0.670 1.938 0.741
H -1.011 0.422 0.295
H -0.143 -0.087 -0.086
H 0.386 -0.213 0.271
C 7.085 -1.744 2.911
O 1.581 -0.576 -0.058
C 0.691 -3.587 -1.028
C -0.102 0.298 -0.299
O 0.878 -0.592 0.415
C -0.672 0.793 0.088
H 0.099 -0.252 -0.406
H 3.717 -0.348 0.433
H 2.904 -0.953 4.144
H 0.273 -0.671 -0.097
H -0.404 -1.662 -0.604
H -0.337 -0.748 0.280
H -0.422 0.280 -0.139
H -0.268 -0.146 0.251
H -0.057 0.371 0.040
H -0.359 -0.019 0.244

Output
orbital gap = 7.451 eV
calculated total energy = -3013.39896 hartree
HOMO level = -8.08 eV
energy above the lowest of the compared OMol25 structures with the same formula, charge and spin = 665.37 kcal per mole

C4H3F2NS | ωB97M-V with the def2-TZVPD basis set

Geometry (Å):
C -2.47713 -0.63579 0.82815
C -2.71528 0.26393 -0.19589
C -0.28395 0.02318 -1.25457
C 2.13945 0.22949 0.19362
N -2.09076 -1.59367 1.37202
F -2.43243 1.53704 -0.00538
F 0.36247 -0.92079 -1.87147
S 0.44420 0.80377 -0.04890
H 2.16783 -0.65208 -0.40301
H 1.96220 -0.15038 1.23970
H 2.92339 1.09530 0.14573

Atomic forces in eV per Å
C 1.780 -1.344 1.882
C -1.054 1.302 -2.675
C -1.785 -0.370 -0.355
C -0.266 1.102 2.120
N -0.715 0.706 -0.254
F -0.060 -0.629 0.758
F 0.659 -0.482 -0.444
S 0.713 1.653 0.687
H 1.080 -0.360 -0.795
H 1.110 0.467 -0.735
H -1.462 -2.044 -0.190

Output
orbital gap (spin up / spin down) = 7.571 / 7.574 eV
calculated total energy = -806.63196 hartree
HOMO level (spin up / spin down) = -8.90 / -8.91 eV
energy above the lowest of the compared OMol25 structures with the same formula, charge and spin = 116.22 kcal per mole

C5H11NO3S | ωB97M-V with the def2-TZVPD basis set

Geometry (Å):
C 1.59173 -1.85317 0.23496
C 1.52097 -1.54253 -1.25831
C 1.26664 -0.51387 -0.25538
C -2.40158 1.80451 -0.57640
C 1.73106 1.14331 1.30288
N -2.53898 0.37935 -0.68479
O -1.84311 -1.95291 0.05615
O -1.47978 -0.01099 1.57981
O 1.66990 0.71873 -0.05853
S -1.43025 -0.57007 0.23315
H 0.79566 -2.45542 0.64937
H 2.55623 -2.02793 0.69709
H 2.43280 -1.49389 -1.84063
H 0.68078 -1.95196 -1.79964
H -2.00345 2.00655 0.41830
H -1.73614 2.24156 -1.32970
H -3.38378 2.27798 -0.65482
H 2.02549 2.18975 1.27947
H 2.46814 0.55670 1.85538
H 0.75083 1.03132 1.77222
H -2.67316 0.02298 -1.62055

Atomic forces in eV per Å
C 0.289 0.294 0.540
C 0.211 0.719 -0.225
C -0.404 -1.715 -0.193
C 0.214 0.713 0.111
C -0.078 -0.046 0.100
N 0.165 -0.844 0.413
O 0.388 0.352 -0.262
O 0.412 -0.026 -0.547
O 0.779 1.189 -0.131
S -2.233 0.042 0.347
H -0.106 -0.157 0.089
H 0.200 -0.123 -0.110
H 0.205 -0.142 0.036
H -0.195 -0.104 -0.135
H -0.080 0.219 -0.100
H -0.055 -0.052 0.104
H 0.065 -0.082 0.003
H 0.007 -0.048 0.033
H -0.007 0.015 -0.034
H 0.080 0.016 0.006
H 0.144 -0.220 -0.047

Output
⟨S²⟩ = 2.009
2S+1 = 3
orbital gap (spin up / spin down) = 7.148 / 8.074 eV
calculated total energy = -875.57488 hartree
HOMO level (spin up / spin down) = -6.47 / -10.29 eV
energy above the lowest of the compared OMol25 structures with the same formula, charge and spin = 17.62 kcal per mole

C3H7N3 | ωB97M-V with the def2-TZVPD basis set

Geometry (Å):
H 2.10865 1.47153 -1.51829
N 1.67563 0.79901 -0.75204
C 0.35452 0.77991 -0.84415
N -0.38457 0.06196 0.03357
C -1.76023 0.14405 0.12651
N 0.07292 -1.00930 0.68098
C 1.36632 -1.25660 1.02665
H -0.35169 1.26763 -1.59914
H -2.19163 0.41184 0.94354
H -2.24609 -0.80057 -0.09159
H -2.14162 0.80890 -0.74225
H 2.25691 -0.78001 0.78783
H 1.24089 -1.89834 1.94835

Atomic forces in eV per Å
H -1.431 -1.897 1.832
N -1.726 1.904 -2.445
C 2.033 1.152 -0.867
N 2.075 -0.815 -0.564
C -1.426 -0.694 -7.775
N 4.217 -0.827 2.925
C -6.105 -0.719 1.330
H 1.417 -0.091 0.832
H -1.858 2.327 5.607
H 0.226 -0.557 -0.206
H 0.500 -0.703 1.538
H 1.095 1.031 -0.611
H 0.985 -0.111 -1.597

Output
orbital gap = 9.517 eV
calculated total energy = -282.64698 hartree
HOMO level = -8.55 eV
energy above the lowest of the compared OMol25 structures with the same formula, charge and spin = 79.87 kcal per mole
SMILES = [H]/N=C/N(C)N=C